No. 1
Computed, not measured: 12 unconnected molecules or ions with the total composition C71H154F18N5O20PS3 in a non-equilibrium geometry, with ωB97M-V/def2-TZVPD.

Element x y z (Å)
C1 2.680 -7.331 -1.614
C2 3.514 -6.048 -1.212
N1 2.862 -5.077 -0.272
C3 1.808 -4.342 -1.061
C4 2.247 -5.721 0.909
C5 3.020 -6.650 1.795
C6 3.821 -4.068 0.360
C7 4.965 -3.602 -0.619
O1 4.523 -3.475 -1.936
C8 5.628 -3.066 -2.816
H1 1.745 -7.078 -2.175
H2 2.423 -7.874 -0.669
H3 3.384 -7.943 -2.195
H4 3.765 -5.467 -2.060
H5 4.393 -6.388 -0.686
H6 1.113 -5.081 -1.525
H7 2.291 -3.771 -1.847
H8 1.292 -3.625 -0.421
H9 1.327 -6.171 0.573
H10 1.914 -4.809 1.466
H11 2.290 -7.301 2.324
H12 3.493 -6.005 2.553
H13 3.725 -7.272 1.180
H14 4.284 -4.528 1.239
H15 3.158 -3.279 0.793
H16 5.779 -4.343 -0.552
H17 5.306 -2.639 -0.217
H18 5.108 -2.850 -3.722
H19 6.296 -3.911 -2.937
H20 6.111 -2.162 -2.307
C9 -2.016 1.912 -0.111
C10 -1.908 0.511 -0.669
N2 -1.780 -0.516 0.431
C11 -2.887 -0.487 1.434
C12 -1.760 -1.866 -0.168
C13 -1.983 -3.104 0.757
C14 -0.484 -0.319 1.331
C15 0.806 -0.176 0.652
O2 0.973 -0.953 -0.525
C16 2.353 -1.008 -0.933
H21 -2.503 2.496 -0.888
H22 -1.033 2.430 0.062
H23 -2.563 2.073 0.807
H24 -0.985 0.360 -1.278
H25 -2.764 0.142 -1.188
H26 -3.799 -1.007 1.210
H27 -3.073 0.595 1.672
H28 -2.506 -1.059 2.280
H29 -0.726 -1.994 -0.678
H30 -2.508 -1.861 -1.034
H31 -2.951 -3.163 1.255
H32 -1.242 -3.095 1.538
H33 -1.837 -3.989 0.188
H34 -0.517 -1.213 2.004
H35 -0.641 0.537 1.976
H36 1.599 -0.474 1.294
H37 1.014 0.886 0.438
H38 2.477 -1.611 -1.831
H39 3.053 -1.358 -0.116
H40 2.773 -0.026 -1.148
C17 -6.408 -2.940 -2.768
C18 -5.919 -2.741 -4.234
N3 -5.335 -1.354 -4.601
C19 -4.012 -1.066 -3.962
C20 -4.942 -1.297 -6.158
C21 -5.852 -1.922 -7.247
C22 -6.272 -0.200 -4.247
C23 -7.701 -0.177 -4.806
O3 -7.857 0.179 -6.193
C24 -7.493 1.512 -6.414
H41 -7.370 -2.404 -2.668
H42 -5.754 -2.527 -1.987
H43 -6.521 -3.995 -2.458
H44 -6.828 -2.747 -4.860
H45 -5.210 -3.598 -4.530
H46 -3.700 -0.051 -4.131
H47 -3.297 -1.813 -4.252
H48 -4.190 -1.046 -2.872
H49 -3.985 -1.788 -6.151
H50 -4.728 -0.227 -6.232
H51 -5.407 -1.597 -8.195
H52 -6.853 -1.510 -7.177
H53 -5.884 -3.029 -7.131
H54 -5.696 0.632 -4.712
H55 -6.224 -0.139 -3.157
H56 -8.359 0.532 -4.250
H57 -8.141 -1.144 -4.621
H58 -7.740 1.711 -7.477
H59 -6.428 1.668 -6.210
H60 -8.094 2.225 -5.872
C25 -4.400 1.121 4.883
C26 -4.759 1.960 3.596
N4 -5.930 2.970 3.810
C27 -7.057 2.241 4.339
C28 -5.502 4.003 4.747
C29 -4.364 4.923 4.164
C30 -6.359 3.627 2.551
C31 -6.814 2.809 1.307
O4 -5.569 2.394 0.739
C32 -5.650 1.720 -0.493
H61 -3.484 0.636 4.708
H62 -5.084 0.285 5.047
H63 -4.311 1.633 5.811
H64 -5.148 1.326 2.807
H65 -3.832 2.372 3.209
H66 -7.879 2.979 4.437
H67 -6.835 1.756 5.306
H68 -7.290 1.426 3.644
H69 -5.124 3.632 5.737
H70 -6.219 4.750 5.010
H71 -4.870 5.542 3.410
H72 -3.638 4.318 3.647
H73 -3.912 5.564 4.907
H74 -5.550 4.136 2.181
H75 -7.043 4.421 2.850
H76 -7.452 3.414 0.596
H77 -7.451 1.931 1.540
H78 -6.690 1.601 -0.880
H79 -5.131 0.775 -0.533
H80 -5.162 2.479 -1.107
C33 3.939 -0.594 -3.922
C34 3.469 -0.956 -5.310
N5 2.023 -1.526 -5.396
C35 1.054 -0.750 -4.541
C36 1.605 -1.433 -6.842
C37 0.192 -1.909 -7.109
C38 2.028 -2.933 -4.937
C39 2.365 -4.088 -5.897
O5 3.673 -3.799 -6.307
C40 4.321 -5.019 -6.872
H81 3.502 0.299 -3.412
H82 5.007 -0.345 -3.990
H83 3.966 -1.472 -3.279
H84 4.078 -1.801 -5.714
H85 3.436 -0.033 -5.934
H86 1.310 -0.918 -3.469
H87 0.052 -1.000 -4.753
H88 1.170 0.294 -4.750
H89 2.331 -1.947 -7.406
H90 1.665 -0.388 -7.111
H91 -0.588 -1.197 -6.827
H92 -0.036 -2.877 -6.618
H93 0.117 -2.158 -8.177
H94 0.990 -3.126 -4.657
H95 2.711 -2.969 -4.069
H96 1.744 -4.108 -6.744
H97 2.297 -4.953 -5.275
H98 4.709 -5.713 -6.165
H99 5.129 -4.710 -7.498
H100 3.613 -5.461 -7.502
C41 1.552 8.732 6.032
C42 2.056 7.359 6.231
C43 2.443 6.695 4.930
C44 3.032 5.352 5.353
P1 3.750 4.326 4.041
C45 5.375 4.912 3.447
C46 6.384 5.008 4.504
C47 7.831 4.981 3.973
C48 8.166 5.906 2.810
C49 3.833 2.603 4.554
C50 4.418 2.330 5.892
C51 3.868 1.072 6.532
C52 4.544 0.678 7.812
C53 2.640 4.598 2.646
C54 2.921 3.847 1.389
C55 1.884 4.249 0.243
C56 1.939 3.343 -0.990
H101 0.760 8.759 5.256
H102 2.293 9.413 5.715
H103 1.091 9.105 6.979
H104 1.262 6.700 6.739
H105 2.808 7.225 7.005
H106 3.242 7.291 4.508
H107 1.649 6.537 4.247
H108 2.345 4.726 5.908
H109 3.860 5.651 6.020
H110 5.304 5.891 3.054
H111 5.528 4.068 2.728
H112 6.387 4.241 5.277
H113 6.202 5.957 5.059
H114 7.967 3.935 3.723
H115 8.542 5.145 4.777
H116 9.231 5.705 2.568
H117 8.093 7.033 2.973
H118 7.624 5.781 1.878
H119 4.293 2.095 3.718
H120 2.737 2.305 4.650
H121 4.139 3.181 6.576
H122 5.516 2.322 5.985
H123 3.981 0.271 5.783
H124 2.791 1.043 6.757
H125 5.512 0.160 7.630
H126 3.929 -0.112 8.222
H127 4.682 1.495 8.508
H128 2.810 5.656 2.346
H129 1.645 4.409 2.969
H130 2.829 2.748 1.515
H131 3.933 3.915 0.951
H132 2.071 5.353 0.080
H133 0.879 4.126 0.722
H134 1.157 3.408 -1.689
H135 2.009 2.276 -0.594
H136 2.905 3.393 -1.541
C57 -7.088 -2.432 2.323
F1 -5.929 -2.568 2.976
F2 -7.493 -3.619 1.953
F3 -8.043 -1.913 3.148
S1 -6.929 -1.248 0.895
O6 -6.750 -0.001 1.619
O7 -5.830 -1.685 0.129
O8 -8.226 -1.542 0.323
C58 -2.221 -5.660 -3.119
F4 -3.378 -5.071 -3.175
F5 -1.667 -5.390 -1.907
F6 -2.370 -6.992 -3.048
S2 -1.181 -5.175 -4.583
O9 -1.649 -5.887 -5.718
O10 -1.418 -3.744 -4.721
O11 0.121 -5.484 -4.022
C59 -1.234 2.497 5.886
F7 -2.237 3.285 6.139
F8 -0.406 2.591 6.893
F9 -1.660 1.189 5.886
S3 -0.610 2.868 4.170
O12 -0.188 4.274 4.232
O13 0.495 1.979 4.036
O14 -1.845 2.639 3.427
C60 -3.699 2.982 -5.425
O15 -2.223 2.640 -5.096
O16 -4.360 1.900 -5.661
C61 -4.172 3.701 -4.168
F10 -3.227 4.240 -3.417
F11 -5.001 4.787 -4.483
F12 -4.805 2.782 -3.386
C62 -1.697 1.488 -5.643
C63 -0.692 1.920 -6.709
H137 -0.466 1.178 -7.551
H138 -1.156 2.825 -7.173
H139 0.318 2.199 -6.344
H140 -2.553 0.945 -6.081
H141 -1.219 0.925 -4.814
H142 -3.629 3.754 -6.263
C64 5.860 0.328 -0.406
O17 5.071 0.629 0.815
O18 5.252 -0.312 -1.348
C65 6.153 1.832 -0.944
F13 6.689 1.934 -2.192
F14 5.031 2.620 -0.834
F15 7.108 2.467 -0.172
C66 5.494 -0.069 1.914
C67 4.282 -0.674 2.741
H143 3.945 -1.498 2.152
H144 4.726 -1.093 3.584
H145 3.363 -0.079 2.962
H146 6.157 0.610 2.631
H147 6.191 -0.873 1.683
H148 6.761 -0.168 0.031
C68 1.581 -2.920 3.199
O19 2.542 -3.888 3.641
O20 1.704 -2.653 1.911
C69 0.223 -3.598 3.735
F16 -0.878 -2.830 3.473
F17 -0.133 -4.847 3.175
F18 0.279 -3.677 5.070
C70 3.005 -3.873 4.950
C71 2.774 -5.282 5.602
H149 3.282 -6.112 5.091
H150 3.121 -5.150 6.618
H151 1.732 -5.563 5.761
H152 2.536 -3.054 5.490
H153 4.084 -3.693 4.976
H154 1.729 -1.976 3.736

Its largest force on an atom is 0.0816 hartree/bohr. The value obtained for the frontier orbital gap is 7.8 eV.


No. 2
Computed, not measured: a molecular structure, C40H40FeNO2Si in a non-equilibrium geometry, with ωB97M-V/def2-TZVPD.

Element x y z (Å)
C1 2.564 0.114 0.729
C2 2.364 -0.673 -0.458
C3 1.827 0.191 -1.469
H1 2.662 -1.710 -0.594
C4 1.650 1.488 -0.897
C5 2.089 1.438 0.456
H2 1.308 2.377 -1.425
C6 -1.506 -1.809 1.251
C7 -0.300 -2.418 0.778
C8 -0.263 -2.240 -0.655
H3 0.403 -3.001 1.371
C9 -1.466 -1.554 -1.053
C10 -2.179 -1.228 0.146
H4 1.714 -0.066 -2.521
H5 2.125 2.282 1.140
H6 3.054 -0.230 1.634
H7 -3.114 -0.670 0.181
H8 0.443 -2.704 -1.345
H9 -1.884 -1.856 2.268
Fe1 0.298 -0.213 0.374
C11 -1.982 -1.328 -2.459
C12 -3.498 -1.588 -2.487
C13 -1.308 -2.257 -3.480
H10 -3.695 -2.620 -2.170
H11 -3.872 -1.441 -3.504
H12 -4.029 -0.903 -1.820
H13 -1.472 -3.304 -3.198
H14 -0.231 -2.071 -3.560
H15 -1.766 -2.087 -4.462
C14 -1.661 0.146 -2.820
C15 -2.187 0.649 -4.162
H16 -0.566 0.274 -2.805
H17 -2.071 0.823 -2.048
O1 -3.100 0.127 -4.804
N1 -1.573 1.768 -4.661
C16 -0.422 2.487 -4.122
H18 -2.037 2.176 -5.464
C17 0.908 1.901 -4.567
C18 2.094 2.545 -4.194
H19 2.026 3.472 -3.616
C19 3.332 2.007 -4.553
H20 4.247 2.505 -4.229
C20 3.396 0.844 -5.331
H21 4.363 0.435 -5.628
C21 2.214 0.215 -5.730
H22 2.236 -0.687 -6.340
C22 0.971 0.745 -5.355
H23 0.044 0.275 -5.691
H24 -0.467 2.502 -3.018
H25 -0.485 3.535 -4.454
O2 -0.182 0.715 1.909
Si1 -0.198 0.668 3.521
C23 -1.906 1.061 4.177
C24 -2.246 1.063 5.538
C25 -3.561 1.354 5.936
C26 -4.541 1.618 4.972
C27 -4.205 1.598 3.614
C28 -2.887 1.332 3.220
C29 0.195 -1.051 4.173
C30 1.494 -1.564 4.099
C31 1.782 -2.843 4.594
C32 0.772 -3.623 5.169
C33 -0.531 -3.121 5.233
C34 -0.816 -1.843 4.734
C35 1.000 1.904 4.256
C36 2.382 1.783 4.063
C37 3.265 2.726 4.603
C38 2.773 3.809 5.342
C39 1.392 3.950 5.519
C40 0.511 3.012 4.964
H26 -1.493 0.837 6.298
H27 -3.814 1.369 6.998
H28 -5.565 1.842 5.277
H29 -4.961 1.790 2.851
H30 -2.617 1.329 2.160
H31 2.296 -0.963 3.670
H32 2.804 -3.223 4.531
H33 0.999 -4.614 5.567
H34 -1.336 -3.713 5.674
H35 -1.837 -1.459 4.798
H36 2.785 0.951 3.483
H37 4.338 2.613 4.435
H38 3.460 4.544 5.764
H39 0.992 4.795 6.085
H40 -0.567 3.139 5.082

Its largest force on an atom is 0.0425 hartree/bohr. Its multiplicity is 5. The value obtained for the energy above the lowest of the compared OMol25 structures with the same formula, charge and spin is 0.00 kJ/mol. Its net charge is -1. The value obtained for the frontier orbital gap (alpha / beta) is 6.4 / 6.8 eV.


No. 3
Computed, not measured: a molecular structure, C11H14BN7Ti in a non-equilibrium geometry, with ωB97M-V/def2-TZVPD.

Element x y z (Å)
H1 -0.161 2.955 2.376
N1 0.067 1.685 0.649
B1 0.779 0.791 -1.603
N2 0.629 1.935 -0.594
C1 0.847 3.246 -0.746
Ti1 -0.362 -0.234 1.082
H2 1.183 3.644 -1.691
C2 0.522 3.881 0.452
H3 0.566 4.936 0.640
C3 0.094 2.881 1.332
H4 1.254 1.198 -2.662
C4 -1.937 -2.636 2.801
H5 -2.321 -2.654 3.834
H6 -0.992 -3.196 2.736
H7 -2.675 -3.062 2.112
N3 -0.631 0.209 -1.781
N4 1.662 -0.305 -0.980
N5 -1.336 -0.296 -0.700
N6 1.299 -0.917 0.212
C5 -1.364 0.118 -2.895
C6 2.736 -0.919 -1.486
H8 -0.930 0.483 -3.827
H9 3.070 -0.659 -2.480
C7 -2.586 -0.463 -2.569
C8 3.170 -1.876 -0.576
C9 -2.551 -0.711 -1.194
C10 2.301 -1.812 0.512
H10 -3.381 -0.673 -3.272
H11 3.993 -2.559 -0.723
H12 -3.281 -1.144 -0.524
H13 2.341 -2.321 1.465
H14 -1.764 -1.561 2.513
N7 -0.020 0.091 4.371
C11 -0.220 -0.056 3.216

Its largest force on an atom is 0.0666 hartree/bohr. Its multiplicity is 3. The value obtained for the frontier orbital gap (alpha / beta) is 6.7 / 9.9 eV.


No. 4
Computed, not measured: 6 unconnected molecules or ions with the total composition C27H61Br2NO13S in a non-equilibrium geometry, with ωB97M-V/def2-TZVPD.

Element x y z (Å)
C1 -4.799 3.672 1.262
C2 -3.828 2.888 2.070
Br1 -2.515 3.980 2.906
C3 -3.777 1.551 2.205
Br2 -5.098 0.535 1.287
C4 -2.712 0.826 2.991
C5 -2.568 -0.647 2.527
C6 -1.357 -1.339 3.163
N1 -0.099 -1.177 2.427
C7 -1.159 -0.801 4.565
O1 -2.433 -0.613 5.189
S1 -3.097 0.782 4.752
O2 -2.407 1.823 5.438
O3 -4.498 0.636 4.940
H1 -4.923 4.660 1.689
H2 -4.415 3.811 0.254
H3 -5.766 3.195 1.200
H4 -1.752 1.291 2.812
H5 -3.453 -1.158 2.894
H6 -2.510 -0.700 1.450
H7 -1.571 -2.401 3.238
H8 -0.275 -1.487 1.476
H9 0.086 -0.183 2.340
H10 -0.617 0.144 4.515
H11 -0.567 -1.481 5.160
C8 3.268 1.477 0.014
O4 2.679 2.081 -1.126
C9 1.904 1.181 -1.901
C10 0.425 1.337 -1.628
O5 0.094 0.964 -0.297
C11 -0.072 2.077 0.561
H12 3.629 2.273 0.663
H13 2.547 0.869 0.567
H14 4.119 0.855 -0.281
H15 2.219 0.148 -1.724
H16 2.092 1.416 -2.954
H17 -0.130 0.673 -2.298
H18 0.103 2.363 -1.828
H19 -1.030 2.570 0.363
H20 0.739 2.801 0.458
H21 -0.074 1.709 1.588
C12 9.540 2.128 2.271
O6 8.685 1.429 3.157
C13 7.389 1.997 3.255
C14 6.379 1.240 2.421
O7 6.654 1.343 1.032
C15 7.298 0.197 0.506
H22 10.405 1.495 2.079
H23 9.047 2.349 1.321
H24 9.882 3.064 2.727
H25 7.406 3.051 2.964
H26 7.088 1.940 4.306
H27 5.388 1.676 2.590
H28 6.341 0.190 2.729
H29 6.586 -0.629 0.398
H30 8.131 -0.124 1.136
H31 7.683 0.457 -0.478
C16 -2.837 7.068 -4.014
O8 -1.910 7.503 -3.035
C17 -2.103 6.898 -1.767
C18 -1.122 5.773 -1.524
O9 -1.335 4.687 -2.417
C19 -0.422 4.666 -3.501
H32 -2.466 7.390 -4.985
H33 -2.939 5.980 -4.019
H34 -3.818 7.523 -3.841
H35 -3.130 6.535 -1.664
H36 -1.941 7.672 -1.011
H37 -1.270 5.391 -0.508
H38 -0.094 6.139 -1.599
H39 0.559 4.313 -3.163
H40 -0.313 5.649 -3.962
H41 -0.807 3.971 -4.247
C20 0.882 -3.992 1.038
O10 0.435 -3.440 -0.192
C21 1.428 -3.438 -1.206
C22 1.228 -4.574 -2.183
O11 1.417 -5.841 -1.573
C23 0.197 -6.463 -1.213
H42 0.002 -4.170 1.655
H43 1.408 -4.939 0.899
H44 1.532 -3.280 1.552
H45 2.429 -3.481 -0.767
H46 1.336 -2.490 -1.746
H47 1.967 -4.487 -2.985
H48 0.232 -4.511 -2.635
H49 -0.314 -6.843 -2.104
H50 -0.465 -5.773 -0.684
H51 0.428 -7.300 -0.555
C24 -5.440 -6.803 -1.566
O12 -5.395 -5.401 -1.368
C25 -4.109 -4.925 -1.004
C26 -3.380 -4.314 -2.180
O13 -3.075 -5.280 -3.175
C27 -3.966 -5.253 -4.277
H52 -6.378 -7.035 -2.068
H53 -4.612 -7.151 -2.189
H54 -5.414 -7.327 -0.605
H55 -3.511 -5.728 -0.562
H56 -4.254 -4.152 -0.242
H57 -2.428 -3.903 -1.824
H58 -3.964 -3.493 -2.606
H59 -3.755 -4.392 -4.919
H60 -5.008 -5.218 -3.953
H61 -3.807 -6.165 -4.851

Its largest force on an atom is 0.0330 hartree/bohr. The value obtained for the energy above the lowest of the compared OMol25 structures with the same formula, charge and spin is 20.13 kJ/mol. The value obtained for the frontier orbital gap is 9.6 eV.


Q: Which of these has the highest largest force on an atom?
A: C71H154F18N5O20PS3


Q: Which formula does entry 1 have?
A: C71H154F18N5O20PS3